(1)
{"formula": "C35H33N3O3PtS2Si", "method": "wB97M-V/def2-TZVPD", "homo_ev": [-6.970, -7.859], "homo_lumo_gap_ev": [7.3, 7.3], "fmax_ev_per_a": 0.5, "energy_ha": -2948.71302, "total_charge": 0, "de_lowest_ev": 0.000, "spin_multiplicity": 3, "elements": ["Pt", "C", "Si", "C", "C", "C", "C", "C", "C", "N", "C", "S", "H", "H", "H", "H", "H", "H", "H", "H", "H", "H", "H", "H", "O", "S", "C", "C", "C", "C", "C", "C", "C", "C", "C", "C", "C", "C", "H", "H", "H", "H", "H", "H", "H", "H", "H", "H", "O", "C", "N", "C", "C", "O", "N", "C", "C", "C", "C", "C", "C", "C", "C", "C", "C", "C", "C", "H", "H", "H", "H", "H", "H", "H", "H", "H", "H", "H"], "positions_angstrom": [[0.8862, -1.5262, -0.2889], [2.4303, 3.3698, 5.1559], [1.9370, 3.3212, 3.3525], [3.3875, 4.0310, 2.4130], [0.3771, 4.3424, 3.1465], [1.6084, 1.4857, 2.9396], [1.3303, 0.6727, 4.0311], [1.1844, -0.7017, 3.9019], [1.3066, -1.2355, 2.6477], [1.5187, -0.4770, 1.5647], [1.6606, 0.8395, 1.6832], [0.9357, 0.2840, -1.8070], [2.7719, 4.3810, 5.3891], [3.2481, 2.6828, 5.3791], [1.6029, 3.1492, 5.8317], [3.6748, 4.9654, 2.9008], [3.1697, 4.2531, 1.3701], [4.2513, 3.3643, 2.4601], [0.5356, 5.1796, 2.4660], [0.0702, 4.7475, 4.1125], [-0.4546, 3.7518, 2.7649], [1.2544, 1.1073, 5.0199], [0.9927, -1.3374, 4.7535], [1.2213, -2.3006, 2.4686], [3.1015, -1.4575, -0.5365], [3.7093, -0.0782, -0.7795], [2.2724, 1.1081, -0.9472], [1.9577, 1.6852, 0.4563], [0.8869, 2.7402, 0.2891], [0.9898, 3.6311, -0.6926], [2.0815, 3.4821, -1.6485], [2.7033, 2.3066, -1.7773], [4.3377, -0.1531, -2.4270], [3.7769, -1.0094, -3.3622], [4.3391, -1.0654, -4.6286], [5.4434, -0.2865, -4.9447], [6.0097, 0.5499, -3.9904], [5.4606, 0.6101, -2.7201], [2.8852, 2.2194, 0.7131], [0.0480, 2.7335, 0.9692], [0.2534, 4.4121, -0.8220], [2.3345, 4.2929, -2.3187], [3.4193, 2.1623, -2.5715], [2.9278, -1.6190, -3.0886], [3.9129, -1.7246, -5.3729], [5.8743, -0.3399, -5.9352], [6.8829, 1.1405, -4.2308], [5.9020, 1.2426, -1.9593], [-1.4256, 0.0042, 1.6411], [-1.8454, -0.8631, 0.8998], [-3.1595, -1.1240, 0.6277], [-3.3371, -2.1620, -0.3685], [-1.8533, -2.5024, -0.6532], [-1.4763, -3.2694, -1.5108], [-1.0721, -1.7795, 0.1927], [-4.0065, -3.4160, 0.1796], [-4.2017, -3.5938, 1.5410], [-4.7695, -4.7680, 2.0209], [-5.1344, -5.7750, 1.1433], [-4.9263, -5.6054, -0.2205], [-4.3663, -4.4341, -0.6996], [-4.0450, -1.6048, -1.5968], [-3.3392, -1.0855, -2.6756], [-4.0130, -0.4943, -3.7348], [-5.3972, -0.4140, -3.7271], [-6.1080, -0.9276, -2.6519], [-5.4344, -1.5215, -1.5959], [-3.8825, -0.4966, 0.9330], [-3.9093, -2.8115, 2.2288], [-4.9228, -4.8923, 3.0850], [-5.5758, -6.6895, 1.5167], [-5.1998, -6.3901, -0.9136], [-4.1965, -4.3060, -1.7605], [-2.2592, -1.1464, -2.7010], [-3.4504, -0.0984, -4.5698], [-5.9205, 0.0436, -4.5563], [-7.1886, -0.8720, -2.6368], [-5.9952, -1.9371, -0.7674]], "atomic_forces_ev_per_a": [[0.3586, -0.0637, 0.3445], [0.0170, 0.0121, 0.0950], [-0.1186, -0.1673, -0.0717], [0.0315, 0.0086, -0.0168], [-0.0305, 0.0796, 0.0346], [0.0603, -0.0930, -0.1048], [0.0305, -0.0429, 0.0939], [0.0550, 0.0788, -0.0006], [-0.0169, -0.1002, -0.0986], [-0.3644, 0.1139, 0.0672], [0.2904, -0.0470, -0.0893], [-0.0702, 0.0988, -0.1758], [0.0051, 0.0151, 0.0177], [0.0268, -0.0045, 0.0091], [-0.0174, -0.0116, 0.0111], [0.0034, 0.0366, -0.0171], [-0.0146, 0.0213, -0.0715], [0.0163, -0.0148, -0.0179], [-0.0165, 0.0126, -0.0377], [0.0121, 0.0405, 0.0131], [-0.0175, -0.0042, 0.0242], [-0.0041, -0.0047, -0.0048], [-0.0098, -0.0097, 0.0137], [-0.0450, 0.0168, -0.0056], [-0.0648, 0.1875, -0.1611], [0.1198, -0.2547, 0.4107], [0.0281, 0.1859, -0.1004], [-0.1308, 0.0787, 0.0831], [-0.0451, -0.0023, 0.0414], [0.1359, -0.0192, -0.0127], [-0.0522, 0.0167, 0.0375], [-0.0789, -0.1133, 0.0161], [0.0809, 0.0057, -0.1272], [0.0086, 0.0292, 0.0109], [-0.0351, -0.0341, -0.0432], [0.0115, 0.0413, 0.0506], [-0.0281, -0.0392, -0.0336], [0.0204, 0.0047, -0.0222], [-0.0001, 0.0369, 0.0087], [-0.0056, -0.0336, 0.0078], [-0.0026, 0.0336, -0.0228], [-0.0121, 0.0331, 0.0006], [0.0403, -0.0584, -0.0382], [-0.0015, 0.0111, -0.0061], [-0.0074, -0.0062, -0.0033], [0.0081, -0.0087, -0.0228], [0.0135, 0.0132, -0.0061], [-0.0074, 0.0097, 0.0192], [-0.0482, 0.0856, 0.0015], [0.0630, -0.0372, 0.0501], [-0.0389, -0.0434, 0.1413], [-0.0125, 0.0230, 0.0094], [-0.2273, 0.1238, 0.0563], [0.0994, -0.1036, -0.0081], [0.0125, -0.1569, -0.3107], [0.0336, 0.0052, -0.0234], [-0.0486, 0.0004, 0.0278], [0.0064, 0.0101, 0.0083], [0.0028, 0.0006, -0.0319], [-0.0046, -0.0081, 0.0290], [0.0125, -0.0087, -0.0101], [-0.0144, 0.0315, 0.0112], [0.0184, 0.0152, 0.0086], [-0.0184, -0.0020, 0.0010], [0.0021, 0.0029, -0.0006], [0.0069, -0.0042, -0.0038], [-0.0086, -0.0016, -0.0035], [-0.0109, 0.0116, -0.0489], [0.0045, -0.0031, 0.0104], [-0.0036, -0.0037, 0.0114], [-0.0074, -0.0149, 0.0053], [-0.0068, -0.0156, -0.0051], [0.0074, 0.0029, -0.0146], [0.0164, -0.0052, -0.0001], [0.0095, 0.0053, -0.0137], [-0.0056, 0.0077, -0.0094], [-0.0138, 0.0007, -0.0015], [-0.0031, -0.0071, 0.0146]]}


(2)
{"formula": "C35H33N5O7V", "method": "wB97M-V/def2-TZVPD", "homo_ev": [-4.034, -4.021], "homo_lumo_gap_ev": [6.2, 6.2], "fmax_ev_per_a": 1.9, "energy_ha": -3098.18335, "total_charge": -1, "de_lowest_ev": 0.364, "spin_multiplicity": 3, "elements": ["V", "O", "C", "O", "C", "C", "C", "C", "C", "N", "C", "O", "O", "H", "H", "H", "C", "O", "C", "C", "C", "C", "C", "C", "N", "C", "N", "C", "C", "C", "C", "C", "C", "O", "C", "N", "C", "C", "C", "C", "C", "C", "O", "C", "H", "H", "H", "H", "H", "H", "H", "H", "H", "H", "H", "H", "H", "H", "H", "H", "H", "H", "H", "H", "H", "H", "C", "C", "C", "C", "C", "C", "N", "H", "H", "H", "H", "H", "H", "H", "H"], "positions_angstrom": [[-1.6666, -1.2840, -0.6152], [-5.6839, -2.3430, -0.1150], [-4.4833, -2.2025, -0.2867], [-3.7089, -1.2186, -0.0316], [-3.6942, -3.3825, -0.8551], [-4.1967, -4.6429, -1.1046], [-3.3157, -5.6316, -1.5076], [-1.9618, -5.3532, -1.6488], [-1.5349, -4.0770, -1.3674], [-2.3951, -3.1359, -0.9827], [-0.1047, -3.5542, -1.5128], [0.7690, -4.2701, -1.9432], [-0.0250, -2.3025, -1.1630], [-5.2570, -4.8068, -0.9664], [-3.6821, -6.6309, -1.7094], [-1.2320, -6.0881, -1.9617], [4.6270, 4.2095, 0.7570], [3.8283, 3.0450, 0.6721], [4.2311, 1.9510, 1.3777], [5.3736, 1.8914, 2.1540], [5.6934, 0.7104, 2.8280], [4.8771, -0.3960, 2.6946], [3.7360, -0.3390, 1.8936], [3.3842, 0.8369, 1.2445], [2.2725, 0.9957, 0.4141], [1.0560, 0.3195, 0.4732], [0.7859, -0.1683, 1.7130], [-0.2202, -1.0546, 2.1879], [-1.2505, -1.6171, 1.4194], [-2.0799, -2.4988, 2.1453], [-1.9330, -2.8036, 3.4888], [-0.9098, -2.2069, 4.2130], [-0.0713, -1.3382, 3.5551], [0.9949, -0.7409, 4.2153], [0.6297, 0.0626, 5.3313], [0.2649, 0.2156, -0.5292], [0.6312, 0.8111, -1.7761], [0.8844, 0.0147, -2.8840], [1.1242, 0.5663, -4.1394], [1.1086, 1.9400, -4.2997], [0.8784, 2.7609, -3.1999], [0.6521, 2.1989, -1.9486], [0.4867, 2.9359, -0.8145], [0.3131, 4.3325, -0.9549], [4.1304, 4.9674, 0.1598], [5.6272, 4.0308, 0.3579], [4.7077, 4.5579, 1.7884], [6.0170, 2.7546, 2.2453], [6.5835, 0.6693, 3.4433], [5.1211, -1.3217, 3.2013], [3.1158, -1.2187, 1.7684], [2.2807, 1.7959, -0.1944], [1.4342, 0.1032, 2.4315], [-2.9120, -2.9715, 1.6405], [-2.6151, -3.4931, 3.9743], [-0.7534, -2.4236, 5.2633], [0.1730, -0.5322, 6.1223], [-0.0712, 0.8419, 5.0264], [1.5408, 0.5178, 5.7130], [0.8842, -1.0566, -2.7350], [1.3101, -0.0857, -4.9844], [1.2745, 2.3845, -5.2743], [0.8550, 3.8325, -3.3275], [0.1361, 4.7203, 0.0453], [-0.5482, 4.5473, -1.5904], [1.2043, 4.8105, -1.3716], [-2.5648, -0.7762, -3.5896], [-2.5552, 0.4793, -2.7713], [-2.8455, 1.7683, -3.1645], [-2.8093, 2.5595, -1.9803], [-2.4720, 1.7167, -0.9382], [-2.3494, 2.0118, 0.5211], [-2.3049, 0.4426, -1.4172], [-2.7370, -0.5352, -4.6390], [-3.3604, -1.4607, -3.2800], [-1.6153, -1.3301, -3.5517], [-3.0707, 2.0904, -4.1739], [-3.0349, 3.6152, -1.8901], [-2.7760, 2.9934, 0.7414], [-1.3066, 2.0143, 0.8567], [-2.8895, 1.2694, 1.1127]], "atomic_forces_ev_per_a": [[0.9091, 1.4904, 0.7673], [-0.1939, 0.1379, 0.0818], [0.6458, 0.0943, -0.0865], [-0.4742, -0.3690, -0.0208], [0.0783, -0.0265, 0.2776], [-0.1696, -0.0242, -0.0592], [-0.0281, -0.2531, -0.0642], [0.0552, -0.1694, -0.0065], [0.1729, 0.2521, -0.1559], [-0.2595, -0.6052, -0.2668], [-0.7577, 0.7702, 0.3125], [0.4023, -0.2785, -0.1077], [0.1647, -1.1131, -0.4090], [0.0330, -0.0354, -0.0210], [-0.0015, -0.0076, -0.0037], [-0.0603, -0.0062, 0.0021], [-0.0727, -0.1661, 0.0008], [0.0631, 0.3476, -0.0548], [0.1236, 0.0051, 0.0496], [-0.0044, -0.0985, 0.0412], [-0.0589, 0.0349, -0.0567], [-0.0744, 0.0332, -0.0660], [0.0311, -0.1071, 0.0234], [-0.1738, 0.0378, -0.1337], [0.1268, -0.1783, 0.0132], [0.0255, -0.0924, 0.3618], [-0.4055, -0.2279, -0.2389], [0.2172, 0.1723, -0.3382], [-0.0278, -0.0403, 0.6508], [-0.0312, 0.0658, -0.1991], [0.0981, 0.0766, 0.0233], [-0.1245, -0.1349, 0.0021], [-0.0065, 0.0403, -0.0152], [0.1728, 0.1375, 0.2612], [-0.0018, -0.0952, -0.1926], [-0.1976, 0.0225, -0.1400], [-0.0861, -0.4044, 0.1315], [0.0518, -0.0663, -0.0892], [-0.0151, -0.0200, 0.1200], [-0.0178, 0.0212, 0.1036], [-0.0032, -0.1542, -0.0264], [-0.0445, 0.1983, -0.1103], [0.0294, 0.2807, 0.1785], [-0.0420, -0.1861, -0.0099], [-0.0429, 0.0107, -0.0419], [0.0595, -0.0045, -0.0212], [-0.0020, 0.0225, 0.0585], [0.0108, -0.0027, 0.0131], [-0.0216, 0.0021, -0.0173], [-0.0201, 0.0361, -0.0280], [0.0659, 0.0592, 0.0192], [0.0499, 0.0944, 0.0067], [-0.0035, 0.0021, 0.0882], [-0.0154, 0.0264, -0.0594], [0.0233, 0.0220, -0.0400], [-0.0049, 0.0088, -0.0302], [-0.0285, -0.0470, 0.0452], [-0.0503, 0.0563, -0.0061], [0.0568, -0.0055, -0.0376], [0.0154, 0.0340, -0.0351], [-0.0034, 0.0146, 0.0252], [-0.0146, -0.0058, 0.0366], [0.0079, 0.0309, -0.0011], [-0.0230, -0.0325, 0.0205], [-0.0434, 0.0038, -0.0156], [0.0533, -0.0031, -0.0130], [0.1602, -0.0201, -0.0445], [0.1118, 0.0138, 0.1479], [-0.0391, -0.0171, 0.1497], [0.0752, 0.0164, -0.0280], [-0.0809, -0.3184, -0.1112], [0.0574, 0.0585, 0.0592], [-0.3034, 0.6787, -0.7951], [0.0010, 0.0167, -0.0036], [-0.0555, -0.0134, 0.0361], [-0.0268, 0.0611, 0.0555], [-0.0185, -0.0358, 0.1041], [0.0186, -0.0568, 0.0009], [0.0159, -0.0023, -0.0141], [-0.0427, -0.0302, -0.0354], [-0.0104, -0.0325, -0.0181]]}


(3)
{"formula": "C35H33N6O5PbSSi", "method": "wB97M-V/def2-TZVPD", "homo_ev": -4.770, "homo_lumo_gap_ev": 6.9, "fmax_ev_per_a": 0.3, "energy_ha": -2938.91035, "total_charge": -1, "de_lowest_ev": 0.000, "elements": ["Pb", "N", "C", "S", "N", "N", "C", "C", "C", "C", "C", "C", "C", "C", "C", "C", "C", "C", "N", "H", "H", "H", "H", "H", "H", "H", "H", "H", "H", "H", "O", "C", "C", "C", "C", "C", "C", "C", "O", "N", "O", "O", "H", "H", "H", "H", "C", "Si", "C", "C", "N", "C", "C", "C", "C", "C", "C", "O", "C", "C", "C", "C", "C", "C", "H", "H", "H", "H", "H", "H", "H", "H", "H", "H", "H", "H", "H", "H", "H", "H", "H", "H"], "positions_angstrom": [[0.0268, 0.9495, -0.0094], [0.6080, 2.4487, 4.5165], [0.8146, 2.2341, 3.1821], [-0.4229, 2.8152, 2.1294], [1.9614, 1.6497, 2.9149], [2.1687, 1.3774, 1.6034], [3.3840, 1.1434, 1.2591], [4.5263, 1.1928, 2.2138], [5.4652, 2.2128, 2.1273], [6.5430, 2.2550, 3.0012], [6.6924, 1.2695, 3.9644], [5.7561, 0.2471, 4.0551], [4.6765, 0.2119, 3.1894], [3.6658, 0.7760, -0.1483], [4.9206, 0.3035, -0.5347], [5.1062, -0.0964, -1.8493], [4.0478, -0.0225, -2.7385], [2.8324, 0.4579, -2.2682], [2.6555, 0.8523, -1.0180], [-0.3325, 2.6516, 4.8015], [1.2039, 1.9363, 5.1464], [5.3494, 2.9794, 1.3701], [7.2645, 3.0588, 2.9281], [7.5325, 1.2993, 4.6470], [5.8657, -0.5230, 4.8082], [3.9347, -0.5729, 3.2684], [5.7244, 0.2332, 0.1829], [6.0709, -0.4713, -2.1678], [4.1476, -0.3341, -3.7687], [1.9534, 0.5253, -2.9018], [-0.1228, 2.0705, -2.9457], [-0.9643, 1.7192, -3.7514], [-1.5394, 0.3974, -3.9368], [-2.4818, 0.2845, -4.9513], [-3.0948, -0.9208, -5.2235], [-2.7634, -2.0716, -4.4799], [-1.8487, -1.9899, -3.4789], [-1.1949, -0.7488, -3.1191], [-0.4006, -0.7054, -2.1527], [-4.1036, -0.9915, -6.2399], [-4.4008, 0.0317, -6.8482], [-4.6523, -2.0694, -6.4443], [-1.3546, 2.4634, -4.4803], [-2.7506, 1.1567, -5.5329], [-3.2518, -3.0062, -4.7177], [-1.5876, -2.8585, -2.8875], [1.1813, -1.9656, 3.2894], [0.2583, -2.0804, 1.6480], [1.5529, -2.0832, 0.2868], [-0.6185, -3.7435, 1.5366], [-0.7922, -0.7555, 1.3638], [-2.0317, -0.6199, 1.9246], [-2.4603, -1.2834, 3.0894], [-3.7388, -1.1362, 3.6044], [-4.6630, -0.3026, 2.9899], [-4.2753, 0.3846, 1.8454], [-3.0071, 0.2151, 1.3395], [-2.5870, 0.9325, 0.2214], [-3.4118, 1.0599, -0.8749], [-4.1360, -0.0168, -1.3680], [-4.9140, 0.1614, -2.5000], [-4.9681, 1.3958, -3.1355], [-4.2270, 2.4554, -2.6371], [-3.4447, 2.2950, -1.5010], [1.8961, -2.7848, 3.4050], [0.5067, -1.9819, 4.1476], [1.7271, -1.0181, 3.3249], [2.0726, -3.0452, 0.2867], [2.3104, -1.3111, 0.4200], [1.0909, -1.9611, -0.6965], [0.1075, -4.5436, 1.7076], [-1.0214, -3.8678, 0.5288], [-1.4399, -3.8742, 2.2413], [-1.7614, -1.9331, 3.6026], [-4.0069, -1.6779, 4.5038], [-5.6583, -0.1752, 3.3935], [-4.9605, 1.0490, 1.3321], [-4.0716, -0.9763, -0.8720], [-5.4656, -0.6794, -2.9019], [-5.5636, 1.5188, -4.0310], [-4.2517, 3.4176, -3.1339], [-2.8585, 3.1097, -1.0962]], "atomic_forces_ev_per_a": [[-0.0767, 0.2196, -0.1845], [0.0792, 0.0159, 0.0080], [-0.2441, -0.0166, 0.1571], [0.0727, -0.0329, -0.0366], [0.0776, -0.0033, -0.0376], [-0.0197, -0.0176, 0.0162], [0.0213, -0.0225, -0.0243], [-0.0130, 0.0334, 0.0879], [0.0176, 0.0148, -0.0264], [0.0056, 0.0037, -0.0012], [0.0043, -0.0041, 0.0235], [0.0358, -0.0018, 0.0334], [-0.0334, -0.0162, -0.0579], [0.1103, -0.1201, -0.0696], [-0.0697, 0.0224, -0.0455], [-0.0279, 0.0258, 0.0108], [0.0135, 0.0062, 0.0038], [-0.0573, 0.0105, -0.1269], [-0.0108, 0.0132, 0.1371], [-0.0223, -0.0094, -0.0172], [-0.0077, -0.0001, -0.0002], [-0.0107, 0.0028, 0.0018], [0.0043, 0.0050, 0.0012], [0.0046, -0.0035, -0.0020], [-0.0013, -0.0026, 0.0089], [0.0166, 0.0013, 0.0020], [0.0143, 0.0070, 0.0257], [-0.0023, -0.0098, -0.0107], [0.0072, -0.0054, -0.0065], [0.0362, -0.0108, -0.0014], [-0.0477, 0.0094, 0.0087], [0.1381, -0.0016, -0.0575], [-0.0814, 0.0353, -0.0524], [0.0781, -0.0842, 0.0701], [-0.0167, 0.0445, -0.0867], [0.0475, -0.0242, 0.0315], [0.0094, -0.0004, 0.0061], [-0.0565, -0.0538, 0.0754], [0.0770, -0.0216, 0.0033], [-0.1186, 0.0380, 0.0948], [0.0286, -0.0433, -0.0371], [0.0557, 0.0280, -0.0407], [-0.0444, 0.0127, 0.0281], [-0.0110, 0.0098, -0.0106], [-0.0150, 0.0044, -0.0025], [-0.0004, -0.0027, 0.0056], [-0.0303, 0.0034, -0.0410], [0.0589, -0.0617, -0.0123], [-0.0636, -0.0949, 0.0383], [0.0502, -0.0033, -0.0048], [0.2694, -0.0278, -0.0513], [-0.1583, 0.0405, 0.0296], [0.0035, -0.0525, 0.0761], [-0.0411, 0.0383, -0.0346], [0.0471, -0.0266, 0.0322], [-0.0619, -0.0105, 0.0182], [0.1015, -0.0581, -0.0334], [-0.0066, 0.1917, -0.0670], [-0.0710, -0.0377, 0.0664], [0.0369, 0.0288, -0.0230], [-0.0190, -0.0235, 0.0005], [-0.0242, -0.0227, -0.0343], [0.0283, 0.0457, 0.0195], [-0.0476, -0.0229, -0.0112], [0.0226, -0.0252, -0.0019], [-0.0109, -0.0157, 0.0261], [-0.0405, 0.0105, 0.0133], [0.0355, -0.0226, 0.0387], [0.0138, 0.0173, 0.0173], [-0.0136, 0.0417, -0.0045], [-0.0191, -0.0312, 0.0011], [-0.0133, 0.0010, -0.0212], [0.0050, 0.0380, 0.0269], [0.0083, 0.0316, -0.0091], [-0.0238, 0.0031, 0.0046], [-0.0080, -0.0067, 0.0019], [0.0049, 0.0030, 0.0168], [-0.0017, -0.0053, 0.0069], [-0.0048, 0.0050, -0.0068], [-0.0034, -0.0026, -0.0006], [-0.0019, -0.0038, -0.0006], [0.0119, 0.0003, 0.0179]]}